DFT (the ωB97M-V functional and the def2-TZVPD basis) results for a cluster of 11 separate species, C19H59BrNO15P2 in total in a non-equilibrium geometry.

LUMO, eV: -2.872
Kohn-Sham gap, eV: 7.815
E_tot, Eh: -5199.09133

Structure (ORCA input):
```
! RIJCOSX wB97M-V def2-TZVPD def2/J DEFGRID3
* xyz 1 1
C -0.162 0.662 0.454
C 0.927 1.177 -0.464
C 1.102 2.691 -0.601
Br -0.535 3.741 -0.548
C 1.851 2.899 -1.935
C 2.064 1.493 -2.489
N 1.020 0.570 -1.865
C -0.183 0.677 -2.788
C -1.467 -0.098 -2.451
C -2.682 0.837 -2.274
C -3.692 0.494 -1.196
O -4.781 0.967 -1.189
O -3.263 -0.287 -0.157
P 1.931 -1.018 -1.949
P 0.611 -2.738 -1.697
O -0.231 -2.911 -2.872
O 1.720 -3.886 -1.572
O -0.223 -2.742 -0.326
H 0.181 0.772 1.486
H -0.398 -0.386 0.288
H -1.092 1.224 0.369
H 1.867 0.840 -0.017
H 1.732 3.028 0.219
H 1.284 3.505 -2.641
H 2.802 3.398 -1.763
H 2.143 1.362 -3.568
H 3.038 1.151 -2.112
H 0.192 0.384 -3.772
H -0.397 1.748 -2.834
H -1.356 -0.722 -1.570
H -1.670 -0.754 -3.296
H -2.353 1.857 -2.044
H -3.268 0.909 -3.192
H -3.121 -1.195 -0.487
H 2.684 -0.972 -0.763
H 2.149 -3.945 -0.706
H 0.318 -2.693 0.477
C 4.116 1.244 2.331
O 3.565 0.472 1.259
H 3.700 2.246 2.257
H 3.846 0.820 3.299
H 5.202 1.304 2.252
H 3.939 -0.418 1.322
C 3.983 4.818 -4.513
O 3.234 5.424 -3.465
H 4.689 4.131 -4.049
H 3.340 4.255 -5.197
H 4.547 5.558 -5.084
H 2.617 6.045 -3.865
C -3.636 2.488 2.173
O -2.290 2.564 2.651
H -4.207 1.933 2.914
H -4.074 3.481 2.062
H -3.692 1.957 1.226
H -1.767 3.046 2.003
C -4.757 -3.778 -0.719
O -3.432 -3.394 -0.355
H -5.411 -2.949 -0.463
H -4.852 -3.994 -1.786
H -5.069 -4.654 -0.149
H -2.835 -4.118 -0.561
C 5.725 -0.730 -1.228
O 4.824 -1.838 -1.177
H 5.148 0.165 -0.999
H 6.519 -0.831 -0.485
H 6.169 -0.625 -2.220
H 5.326 -2.634 -1.380
C -1.221 1.102 6.047
O -2.105 0.470 5.129
H -1.180 0.478 6.937
H -0.212 1.194 5.635
H -1.582 2.093 6.330
H -2.154 1.015 4.338
C -5.572 -0.420 3.184
O -5.553 -1.392 2.144
H -5.776 -0.940 4.115
H -4.605 0.087 3.269
H -6.364 0.315 3.017
H -5.348 -0.922 1.328
C -0.026 -0.927 -6.328
O 1.258 -0.561 -5.822
H -0.713 -0.120 -6.076
H -0.009 -1.037 -7.414
H -0.383 -1.853 -5.873
H 1.873 -1.267 -6.042
C 5.121 -3.846 1.932
O 4.459 -2.602 2.157
H 6.041 -3.627 1.397
H 5.371 -4.336 2.874
H 4.512 -4.524 1.327
H 3.652 -2.781 2.651
C -4.109 -1.664 6.387
O -2.797 -1.209 6.674
H -4.484 -2.161 7.279
H -4.764 -0.821 6.153
H -4.113 -2.372 5.553
H -2.471 -0.744 5.893
*
```

Atomic charges from the Löwdin analysis, expressed in e, are listed below: -0.03, -0.36, -0.59, 0.83, -0.17, -0.18, -0.35, -0.11, -0.15, -0.07, -0.51, 0.15, 0.06, 1.06, 0.25, -0.27, -0.14, -0.15, 0.11, 0.06, 0.04, 0.09, 0.10, 0.09, 0.12, 0.13, 0.10, 0.10, 0.12, 0.07, 0.11, 0.09, 0.13, 0.09, -0.05, 0.08, 0.09, -0.11, -0.17, 0.08, 0.08, 0.09, 0.05, -0.15, -0.14, 0.08, 0.08, 0.08, 0.08, -0.11, -0.14, 0.06, 0.09, 0.06, 0.02, -0.13, -0.14, 0.08, 0.08, 0.09, 0.07, -0.14, -0.19, 0.06, 0.09, 0.09, 0.09, -0.10, -0.14, 0.09, 0.08, 0.09, 0.07, -0.15, -0.12, 0.06, 0.05, 0.09, 0.05, -0.15, -0.15, 0.07, 0.08, 0.08, 0.08, -0.14, -0.14, 0.08, 0.09, 0.07, 0.08, -0.16, -0.15, 0.08, 0.07, 0.08, -0.03